1.
Here is a 2-piece molecular cluster, CH2I2O2 overall at a distorted geometry from OMol25. Energies are from ωB97M-V/def2-TZVPD.

Its energy is -21363.930 eV. Its multiplicity is 1. For the HOMO-LUMO gap (alpha / beta), the calculation gives 6.9 / 6.9 eV.

Each atom is followed by the atoms it is bonded to, with distances in Å.
Atoms and positions in Å:
1 C 0.0041 0.4482 0.0380  O2 1.345, O3 1.359, I4 2.053
2 O -0.7588 0.0856 1.0844  C1 1.345, H6 1.011
3 O -0.4537 0.1869 -1.2146  C1 1.359, H7 1.040
4 I 0.8307 2.3135 0.2620  C1 2.053
5 I 2.2171 -1.5031 0.4003  no bonds
6 H -1.3319 -0.6885 0.7772  O2 1.011
7 H -0.5076 -0.8426 -1.3474  O3 1.040



2.
Here is a 4-piece molecular cluster, C37H58F5N3O15PS3 overall at a distorted geometry from OMol25. Energies are from ωB97M-V/def2-TZVPD.

The total charge is +1. Its energy is -129869.789 eV. Its multiplicity is 1. For the HOMO-LUMO gap, the calculation gives 8.3 eV.

Each atom is followed by the atoms it is bonded to, with distances in Å.
Atoms and positions in Å:
1 C 1.6380 4.8760 5.3407  C2 1.532, H44 1.084, H45 1.086, H46 1.087
2 C 1.8760 5.8604 4.1910  C1 1.532, O3 1.433, H47 1.084, H48 1.089
3 O 1.6827 5.2481 2.9100  C2 1.433, C4 1.401
4 C 0.4453 5.5907 2.3504  O3 1.401, C5 1.519, H49 1.095, H50 1.098
5 C 0.2781 4.8768 1.0202  C4 1.519, C6 1.532, N32 1.510, H51 1.082
6 C -0.8053 5.6184 0.2310  C5 1.532, N7 1.461, H52 1.089, H53 1.086
7 N -1.3369 4.9280 -0.9421  C6 1.461, C8 1.476, H54 1.011
8 C -1.2777 3.4533 -0.9264  N7 1.476, C9 1.559, P17 1.888, C21 1.525
9 C -2.5297 2.9446 -1.7033  C8 1.559, C10 1.515, H55 1.084, H56 1.086
10 C -2.4352 1.5424 -2.2677  C9 1.515, C11 1.400, C16 1.401
11 C -2.5983 1.3839 -3.6488  C10 1.400, C12 1.392, H57 1.080
12 C -2.5427 0.1318 -4.2552  C11 1.392, C13 1.389, H58 1.078
13 C -2.3062 -1.0028 -3.4893  C12 1.389, C14 1.399, H59 1.079
14 C -2.1440 -0.8757 -2.1053  C13 1.399, C15 1.510, C16 1.398
15 C -1.9220 -2.1136 -1.2701  C14 1.510, H60 1.088, H61 1.085, H62 1.082
16 C -2.2163 0.3858 -1.5078  C10 1.401, C14 1.398, H63 1.079
17 P 0.1793 3.0117 -2.0438  C8 1.888, O18 1.462, O19 1.579, O20 1.613
18 O -0.1742 3.3681 -3.4166  P17 1.462
19 O 0.6462 1.5248 -1.7902  P17 1.579, H64 0.974
20 O 1.4632 3.8775 -1.5928  P17 1.613, H65 0.965
21 C -1.1528 2.8414 0.4651  C8 1.525, S22 1.827, N32 1.500, H66 1.089
22 S -2.6462 2.6630 1.5023  C21 1.827, O23 1.427, O24 1.440, C25 1.857
23 O -3.5823 1.7591 0.9173  S22 1.427
24 O -2.1799 2.2579 2.8028  S22 1.440
25 C -3.5477 4.2634 1.7722  S22 1.857, F26 1.318, F27 1.340, C28 1.567
26 F -3.7767 4.9346 0.6607  C25 1.318
27 F -2.8166 4.9832 2.6344  C25 1.340
28 C -4.9281 3.9888 2.4617  C25 1.567, F29 1.306, F30 1.330, F31 1.309
29 F -5.7593 3.3985 1.6448  C28 1.306
30 F -5.4082 5.1984 2.7372  C28 1.330
31 F -4.7891 3.3363 3.5875  C28 1.309
32 N -0.0708 3.4375 1.3154  C5 1.510, C21 1.500, C33 1.512, H67 1.026
33 C 1.1450 2.5392 1.2660  N32 1.512, C34 1.528, H68 1.084, H69 1.081
34 C 1.1945 1.6109 2.4788  C33 1.528, C35 1.525, H70 1.089, H71 1.090
35 C 2.2928 0.5706 2.2883  C34 1.525, S36 1.813, H72 1.084, H73 1.085
36 S 3.7864 1.2626 1.5295  C35 1.813, C37 1.806
37 C 3.7698 0.3216 -0.0118  S36 1.806, S38 1.619, N39 1.392
38 S 3.9001 -1.2896 0.0693  C37 1.619
39 N 3.5917 1.0937 -1.1557  C37 1.392, C40 1.490, C42 1.478
40 C 4.7787 1.9585 -1.4069  N39 1.490, C41 1.524, H74 1.088, H75 1.086
41 C 4.4707 3.4506 -1.3915  C40 1.524, H76 1.086, H77 1.087, H78 1.088
42 C 3.2577 0.2851 -2.3474  N39 1.478, C43 1.541, H79 1.085, H80 1.086
43 C 2.8736 1.1875 -3.5364  C42 1.541, H81 1.087, H82 1.087, H83 1.085
44 H 2.4597 4.8835 6.0473  C1 1.084
45 H 0.7267 5.1245 5.8758  C1 1.086
46 H 1.5179 3.8739 4.9371  C1 1.087
47 H 2.8596 6.3140 4.2368  C2 1.084
48 H 1.1713 6.6815 4.3174  C2 1.089
49 H 0.3973 6.6627 2.1335  C4 1.095
50 H -0.3949 5.3826 3.0258  C4 1.098
51 H 1.2288 4.9811 0.5139  C5 1.082
52 H -1.5822 5.9446 0.9212  C6 1.089
53 H -0.3389 6.5335 -0.1202  C6 1.086
54 H -0.8186 5.2405 -1.7521  N7 1.011
55 H -2.5832 3.6251 -2.5455  C9 1.084
56 H -3.4338 3.1231 -1.1291  C9 1.086
57 H -2.7860 2.2604 -4.2510  C11 1.080
58 H -2.6764 0.0857 -5.3240  C12 1.078
59 H -2.2774 -1.9657 -3.9751  C13 1.079
60 H -2.9016 -2.5258 -1.0393  C15 1.088
61 H -1.4138 -2.8732 -1.8549  C15 1.085
62 H -1.3928 -1.8947 -0.3523  C15 1.082
63 H -2.0880 0.4416 -0.4379  C16 1.079
64 H 1.6162 1.4378 -1.8007  O19 0.974
65 H 1.4352 4.7075 -2.0851  O20 0.965
66 H -0.8506 1.8077 0.3024  C21 1.089
67 H -0.3564 3.4261 2.3007  N32 1.026
68 H 1.1682 1.9962 0.3277  C33 1.084
69 H 2.0466 3.1337 1.3054  C33 1.081
70 H 0.2349 1.1199 2.6369  C34 1.089
71 H 1.4497 2.2511 3.3226  C34 1.090
72 H 2.5700 0.1440 3.2461  C35 1.084
73 H 1.9732 -0.2589 1.6656  C35 1.085
74 H 5.5335 1.7656 -0.6473  C40 1.088
75 H 5.2403 1.7100 -2.3578  C40 1.086
76 H 3.7010 3.6975 -0.6656  C41 1.086
77 H 4.1643 3.8358 -2.3609  C41 1.087
78 H 5.3606 4.0044 -1.1010  C41 1.088
79 H 2.3973 -0.3204 -2.0814  C42 1.085
80 H 4.0845 -0.3545 -2.6421  C42 1.086
81 H 3.6542 1.1391 -4.2915  C43 1.087
82 H 2.7639 2.2363 -3.2738  C43 1.087
83 H 1.9857 0.7991 -4.0238  C43 1.085
84 C -5.2746 -1.3872 4.3860  C85 1.508, H91 1.090, H92 1.090, H93 1.089
85 C -4.2328 -2.1022 3.5621  C84 1.508, C86 1.514, O90 1.440, H94 1.093
86 C -3.5386 -1.2384 2.5311  C85 1.514, O87 1.434, H95 1.088, H96 1.091
87 O -3.2061 -2.1901 1.5110  C86 1.434, C88 1.355
88 C -4.1015 -3.2041 1.5940  O87 1.355, O89 1.187, O90 1.351
89 O -4.2073 -4.0527 0.7710  C88 1.187
90 O -4.8303 -3.1125 2.7278  C85 1.440, C88 1.351
91 H -4.8520 -0.4970 4.8530  C84 1.090
92 H -6.1225 -1.0988 3.7640  C84 1.090
93 H -5.6576 -2.0388 5.1704  C84 1.089
94 H -3.5051 -2.5954 4.2122  C85 1.093
95 H -2.6383 -0.7616 2.9146  C86 1.088
96 H -4.1928 -0.4787 2.1018  C86 1.091
97 C -1.8363 -6.8568 1.2408  C98 1.507, H104 1.090, H105 1.091, H106 1.090
98 C -1.3330 -6.1195 0.0264  C97 1.507, C99 1.509, O103 1.445, H107 1.093
99 C -0.4818 -6.9502 -0.9021  C98 1.509, O100 1.441, H108 1.087, H109 1.091
100 O 0.3845 -5.9571 -1.4843  C99 1.441, C101 1.351
101 C 0.4914 -4.9389 -0.6027  O100 1.351, O102 1.192, O103 1.351
102 O 1.2734 -4.0443 -0.6950  C101 1.192
103 O -0.4113 -5.0689 0.3945  C98 1.445, C101 1.351
104 H -2.3602 -7.7666 0.9493  C97 1.090
105 H -1.0086 -7.1142 1.9028  C97 1.091
106 H -2.5242 -6.2304 1.8085  C97 1.090
107 H -2.1684 -5.6575 -0.5060  C98 1.093
108 H -1.0593 -7.4494 -1.6755  C99 1.087
109 H 0.1306 -7.6892 -0.3828  C99 1.091
110 C 4.8388 -7.9713 -4.6920  C111 1.509, H117 1.090, H118 1.090, H119 1.089
111 C 3.7960 -7.6725 -3.6435  C110 1.509, C112 1.512, O116 1.440, H120 1.093
112 C 4.3140 -7.6490 -2.2226  C111 1.512, O113 1.432, H121 1.087, H122 1.093
113 O 3.1637 -8.0577 -1.4732  C112 1.432, C114 1.354
114 C 2.3859 -8.8076 -2.2898  O113 1.354, O115 1.188, O116 1.352
115 O 1.4529 -9.4462 -1.9247  C114 1.188
116 O 2.8154 -8.7246 -3.5692  C111 1.440, C114 1.352
117 H 5.6818 -7.2860 -4.6033  C110 1.090
118 H 5.1974 -8.9962 -4.5946  C110 1.090
119 H 4.4175 -7.8713 -5.6917  C110 1.089
120 H 3.2701 -6.7443 -3.8814  C111 1.093
121 H 4.6427 -6.6629 -1.9041  C112 1.087
122 H 5.1169 -8.3707 -2.0537  C112 1.093



3.
Here is a 2-piece molecular cluster, C5H3NO overall at a distorted geometry from OMol25. Energies are from ωB97M-V/def2-TZVPD.

Its energy is -8767.485 eV. Its multiplicity is 1. For the HOMO-LUMO gap, the calculation gives 10.1 eV. Its SMILES is N#CC=C=O.C#C.

Each atom is followed by the atoms it is bonded to, with distances in Å.
Atoms and positions in Å:
1 N 2.4132 -0.9229 -0.1344  C2 1.160
2 C 1.8156 0.0569 0.0331  N1 1.160, C3 1.419
3 C 1.1342 1.2865 0.2273  C2 1.419, C4 1.329, H6 1.084
4 C -0.1459 1.3825 0.5700  C3 1.329, O5 1.156
5 O -1.2445 1.5685 0.8799  C4 1.156
6 H 1.6628 2.2252 0.1046  C3 1.084
7 C -1.9434 -1.1277 -0.3643  C8 1.204, H9 1.069
8 C -0.8794 -1.6784 -0.4792  C7 1.204, H10 1.070
9 H -2.8865 -0.6361 -0.2592  C7 1.069
10 H 0.0738 -2.1545 -0.5778  C8 1.070



4.
Here is one molecule with the formula C5H12N2 at a distorted geometry from OMol25. Energies are from ωB97M-V/def2-TZVPD.

Its energy is -8359.016 eV. Its multiplicity is 1. For the HOMO-LUMO gap, the calculation gives 10.2 eV. Its SMILES is CCCC/N=C\N.

Each atom is followed by the atoms it is bonded to, with distances in Å.
Atoms and positions in Å:
1 C 0.8654 -2.1829 -0.6860  C2 1.550, H8 1.092, H9 1.089, H10 1.098
2 C 0.1624 -1.3756 0.4344  C1 1.550, C3 1.522, H11 1.090, H12 1.097
3 C 0.8897 -0.0658 0.7013  C2 1.522, C4 1.542, H13 1.087, H14 1.100
4 C 0.7349 0.9541 -0.4448  C3 1.542, N5 1.464, H15 1.085, H16 1.104
5 N 0.1650 2.2220 0.0130  C4 1.464, C6 1.252
6 C -1.0390 2.3473 0.3323  N5 1.252, N7 1.418, H17 1.089
7 N -2.0021 1.3061 0.3165  C6 1.418, H18 1.006, H19 1.002
8 H 1.4366 -2.9647 -0.1809  C1 1.092
9 H 1.2830 -1.5289 -1.4495  C1 1.089
10 H 0.1722 -2.7897 -1.2828  C1 1.098
11 H 0.0263 -2.0004 1.3166  C2 1.090
12 H -0.8500 -1.1723 0.0644  C2 1.097
13 H 0.7173 0.4196 1.6588  C3 1.087
14 H 1.9520 -0.3516 0.7233  C3 1.100
15 H 1.6689 1.2144 -0.9312  C4 1.085
16 H 0.0789 0.5373 -1.2288  C4 1.104
17 H -1.5656 3.2581 0.6142  C6 1.089
18 H -1.7387 0.5633 -0.3085  N7 1.006
19 H -2.9572 1.6097 0.3377  N7 1.002



5.
Here is a 9-piece molecular cluster, H18O9 overall at a distorted geometry from OMol25. Energies are from ωB97M-V/def2-TZVPD.

Its energy is -18715.919 eV. Its multiplicity is 1. For the HOMO-LUMO gap, the calculation gives 9.4 eV. Its SMILES is O.O.O.O.O.O.O.O.O.

Each atom is followed by the atoms it is bonded to, with distances in Å.
Atoms and positions in Å:
1 O 1.4529 1.6492 -0.0662  H2 0.964, H3 0.964
2 H 0.6753 1.1190 -0.2742  O1 0.964
3 H 1.4281 2.3650 -0.7112  O1 0.964
4 O 1.2432 -3.3588 -1.5802  H5 0.964, H6 0.964
5 H 1.1743 -3.3655 -2.5416  O4 0.964
6 H 0.3578 -3.1204 -1.2834  O4 0.964
7 O 3.9123 0.7448 0.4623  H8 0.964, H9 0.964
8 H 4.3898 1.4256 -0.0251  O7 0.964
9 H 3.5192 1.2191 1.2035  O7 0.964
10 O 2.6119 -0.5085 -0.4220  H11 0.964, H12 0.964
11 H 2.0625 -0.8022 -1.1574  O10 0.964
12 H 2.4801 -1.1834 0.2534  O10 0.964
13 O -0.3923 -2.1025 1.3154  H14 0.964, H15 0.964
14 H 0.1009 -1.2745 1.3000  O13 0.964
15 H 0.1661 -2.6986 1.8270  O13 0.964
16 O -0.9539 4.2365 -0.8303  H17 0.964, H18 0.964
17 H -1.4226 3.7354 -1.5072  O16 0.964
18 H -0.1058 4.4451 -1.2380  O16 0.964
19 O -1.5080 0.4414 2.9816  H20 0.964, H21 0.964
20 H -0.8194 0.8770 2.4666  O19 0.964
21 H -1.7223 -0.3457 2.4681  O19 0.964
22 O -3.0614 -1.1496 0.0094  H23 0.964, H24 0.964
23 H -2.3127 -1.6986 -0.2495  O22 0.964
24 H -3.7706 -1.7817 0.1719  O22 0.964
25 O -3.2143 0.0445 -1.5314  H26 0.964, H27 0.964
26 H -2.8149 0.7494 -2.0535  O25 0.964
27 H -4.1085 0.3594 -1.3575  O25 0.964



6.
Here is one molecule with the formula C6H15N at a distorted geometry from OMol25. Energies are from ωB97M-V/def2-TZVPD.

Its energy is -7955.177 eV. Its multiplicity is 1. For the HOMO-LUMO gap, the calculation gives 10.1 eV. Its SMILES is CC(C)C[C@H](C)N.

Each atom is followed by the atoms it is bonded to, with distances in Å.
Atoms and positions in Å:
1 C 0.3719 -2.4170 -1.0281  C2 1.548, H8 1.095, H9 1.080, H10 1.086
2 C 0.0759 -1.2843 -0.0153  C1 1.548, C3 1.514, C4 1.545, H11 1.088
3 C -1.0687 -1.6634 0.9006  C2 1.514, H12 1.093, H13 1.092, H14 1.086
4 C -0.0953 0.1097 -0.6586  C2 1.545, C5 1.521, H15 1.084, H16 1.091
5 C 0.4994 1.2620 0.1359  C4 1.521, C6 1.538, N7 1.464, H17 1.092
6 C -0.3012 1.6064 1.4026  C5 1.538, H18 1.090, H19 1.089, H20 1.098
7 N 0.6199 2.4500 -0.7116  C5 1.464, H21 1.005, H22 1.007
8 H -0.3530 -3.2315 -0.9273  C1 1.095
9 H 1.3510 -2.8479 -0.8767  C1 1.080
10 H 0.2248 -2.0583 -2.0420  C1 1.086
11 H 0.9693 -1.2265 0.6021  C2 1.088
12 H -1.9975 -1.9021 0.3762  C3 1.093
13 H -1.3024 -0.9207 1.6663  C3 1.092
14 H -0.8054 -2.5639 1.4478  C3 1.086
15 H -1.1519 0.2282 -0.8718  C4 1.084
16 H 0.4416 0.0982 -1.6081  C4 1.091
17 H 1.4970 0.9687 0.4709  C5 1.092
18 H -0.3116 2.6854 1.5596  C6 1.090
19 H 0.0426 1.1239 2.3165  C6 1.089
20 H -1.3625 1.3665 1.2565  C6 1.098
21 H 1.5687 2.7432 -0.8686  N7 1.005
22 H 0.1124 2.3461 -1.5756  N7 1.007